No. 1
Molecular formula: C2H16NO5
Method: DFT, the ωB97M-V functional and the def2-TZVPD basis

```
24
Properties=species:S:1:pos:R:3:forces:R:3
C 2.35068 -0.72032 0.10052 0.6 0.3 -0.6
O 2.19755 -0.30063 1.43316 -0.3 -0.1 0.4
C 1.01705 -1.13515 -0.55624 0.2 0.2 0.1
N -0.12064 -0.72938 0.32541 -0.7 -0.5 -1.2
H 3.07402 -1.53456 0.08392 -0.2 -0.2 0.1
H 2.80888 0.06614 -0.50413 -0.1 0.1 0.1
H 2.08017 0.65446 1.46141 0.1 0.0 -0.1
H 0.86836 -0.61256 -1.48406 0.0 0.3 -0.3
H 0.94536 -2.18545 -0.79687 -0.1 -0.3 0.4
H 0.15267 -0.69517 1.29550 0.5 0.2 0.5
H -0.88829 -1.39526 0.22851 0.0 -0.4 0.0
H -0.45276 0.18191 0.01832 0.1 0.5 0.3
H -1.64262 -4.09558 0.29654 0.0 0.0 0.2
H -1.14876 -3.26632 1.52789 -0.2 -0.5 0.1
O -1.05750 -3.38488 0.57815 0.2 0.5 -0.2
H -3.80515 3.18493 0.50940 0.0 0.1 0.1
H -3.58909 1.69758 0.70406 -0.1 -0.1 0.1
O -3.19654 2.55165 0.90070 0.2 -0.1 -0.1
H 0.55106 2.48905 -0.70111 0.1 -0.1 0.1
H 0.65191 2.71170 0.81719 -0.2 0.1 -0.1
O 0.51976 2.02908 0.14931 0.2 0.0 -0.1
H -1.24196 1.90374 -2.48162 -0.2 0.0 -0.3
H -0.69447 0.95989 -3.59896 -0.2 0.2 -0.2
O -0.61393 1.20455 -2.67566 0.4 -0.2 0.7
```
Positions in Å, forces in eV/Å.

## Properties
* relative energy (zero: lowest compared OMol25 entry of this formula, charge and spin): 27.5 kJ/mol
* total charge: +1
* HOMO level: -14.5 eV
* orbital gap: 11.586 eV

Here are the natural (NBO) charges for atoms 1 to 5, given in e: -0.086 -0.719 -0.258 -0.686 0.207


No. 2
Molecular formula: C28H29BN6OPbSi
Method: DFT, the ωB97M-V functional and the def2-TZVPD basis

```
67
Properties=species:S:1:pos:R:3:forces:R:3
H -1.66895 -0.64862 2.31525 0.1 -0.1 -0.2
N -1.27346 -1.35041 0.34988 -1.0 -0.2 0.2
B -1.46083 -2.43875 -1.95240 0.4 0.7 0.8
N -1.98773 -2.16968 -0.50806 0.8 0.5 0.6
C -3.07565 -2.65511 0.11814 0.3 0.4 0.2
Pb 1.01944 -0.23546 -0.17574 -3.8 0.1 -0.1
H -3.72690 -3.35026 -0.40314 0.1 0.2 0.2
C -3.11286 -2.11215 1.39771 0.1 0.0 -0.3
H -3.85354 -2.29251 2.15277 -0.1 0.0 0.1
C -1.97932 -1.27987 1.49260 -0.1 -0.8 -1.1
H -2.20881 -3.14440 -2.56104 0.1 -0.1 -0.1
C 3.31744 1.24706 0.20149 0.5 0.0 1.5
H 3.74780 1.97604 0.89730 0.1 0.0 -0.3
H 2.79052 1.80769 -0.58149 -0.1 -0.3 0.3
H 4.11236 0.62953 -0.23730 -0.3 0.1 0.1
N -0.05608 -3.07072 -1.77446 1.4 -0.2 0.3
N -1.25373 -1.07456 -2.67544 0.9 0.9 0.3
N 0.94862 -2.40839 -1.08948 -0.1 -2.5 -1.1
N -0.51147 -0.06815 -2.07404 -0.8 0.3 -1.0
C 0.37995 -4.28113 -2.17837 0.5 0.8 0.6
C -1.68616 -0.65838 -3.88060 0.4 0.6 0.6
H -0.28166 -4.92796 -2.74025 0.2 0.0 0.1
H -2.24648 -1.33568 -4.51141 0.0 0.2 0.1
C 1.69942 -4.43242 -1.74268 -0.2 0.0 -0.1
C -1.27321 0.66406 -4.05924 0.0 -0.4 0.4
C 2.01554 -3.24655 -1.05951 -1.3 0.0 -0.6
C -0.56749 1.00506 -2.88803 -0.4 -1.5 -0.3
H 2.33280 -5.28977 -1.90522 0.0 0.1 0.0
H -1.45528 1.28623 -4.91051 -0.1 0.1 -0.2
H 2.94891 -2.98547 -0.56105 -0.4 0.1 -0.2
H -0.12160 1.95178 -2.61024 0.0 -0.2 0.0
H 2.62862 0.58714 0.83449 2.2 1.8 -0.6
O -0.21734 1.57725 0.74620 0.4 -0.6 -0.5
Si -0.13346 2.59316 1.97741 0.0 0.1 -0.1
C 0.05129 1.67346 3.59600 0.0 0.0 0.1
C 1.14674 0.81427 3.77290 -0.3 -0.3 0.6
C 1.25355 0.02903 4.92872 0.0 0.2 -0.2
C 0.28809 0.13125 5.93605 0.0 0.1 -0.2
C -0.78701 1.01145 5.77868 0.1 0.0 -0.1
C -0.91254 1.77104 4.60714 0.3 -0.4 0.4
C 1.33183 3.75058 1.80056 0.0 -0.1 0.1
C 2.34602 3.84869 2.75592 0.4 0.4 -0.3
C 3.47070 4.64845 2.50713 -0.1 0.0 0.0
C 3.56002 5.38917 1.32556 -0.1 -0.2 0.0
C 2.52063 5.33058 0.39051 -0.2 -0.1 0.1
C 1.41075 4.51167 0.62795 0.6 0.3 0.0
C -1.60671 3.73883 2.13860 0.0 -0.1 -0.2
C -1.64340 4.76355 3.09454 -0.6 0.2 -0.1
C -2.74908 5.62413 3.16760 0.3 -0.2 0.0
C -3.81151 5.47507 2.27029 0.2 -0.2 -0.1
C -3.76587 4.46386 1.30407 0.1 0.0 0.1
C -2.66708 3.59540 1.24015 -0.4 0.4 0.2
H 1.93077 0.75165 3.00995 -0.3 0.0 0.2
H 2.09609 -0.65690 5.03518 -0.2 0.2 0.1
H 0.37871 -0.47380 6.84052 0.0 0.2 -0.3
H -1.53620 1.10826 6.56565 0.2 -0.1 -0.2
H -1.76306 2.44389 4.48251 0.2 -0.2 0.1
H 2.26461 3.30198 3.69780 0.1 0.1 -0.3
H 4.27476 4.68921 3.24487 -0.2 0.1 -0.2
H 4.43399 6.01629 1.13413 -0.3 -0.2 0.1
H 2.56984 5.91923 -0.52703 0.0 -0.1 0.2
H 0.60185 4.46455 -0.10718 0.2 0.0 0.2
H -0.80807 4.89661 3.78814 -0.2 0.0 -0.2
H -2.77297 6.40763 3.92745 0.0 -0.2 -0.2
H -4.67112 6.14734 2.32338 0.3 -0.2 0.0
H -4.58692 4.34889 0.59538 0.2 0.1 0.2
H -2.62818 2.80371 0.48759 0.0 0.2 0.2
```
Positions in Å, forces in eV/Å.

## Properties
* relative energy (zero: lowest compared OMol25 entry of this formula, charge and spin): 0.0 kJ/mol
* HOMO level: -8.5 eV
* orbital gap: 8.449 eV

Here are the natural (NBO) charges for atoms 1 to 5, given in e: 0.230 -0.361 0.558 -0.329 -0.005


No. 3
Molecular formula: F6H20O10P
Method: DFT, the ωB97M-V functional and the def2-TZVPD basis

```
37
Properties=species:S:1:pos:R:3:forces:R:3
P -1.38584 0.90475 0.51327 1.9 0.7 0.7
F -0.38418 1.05912 -0.74677 0.2 -0.7 -0.2
F -0.95314 -0.61696 0.76631 0.5 -0.5 -0.1
F -0.11405 1.38079 1.52268 -0.1 -0.6 0.1
F -2.36945 0.81284 1.77053 -0.2 0.1 0.3
F -1.65351 2.46500 0.38212 -1.4 0.3 -0.5
F -2.53466 0.36761 -0.46459 -0.5 0.7 -0.3
O 1.98138 -2.09464 -0.41182 -0.6 -1.2 1.4
H 1.40289 -2.51986 0.34093 1.6 1.9 -1.4
H 2.33403 -1.21502 -0.18040 -0.6 -0.7 0.5
O -1.36312 0.83296 -4.05925 0.2 -2.7 -2.0
H -1.37013 1.35149 -3.30616 0.0 1.7 2.5
H -1.21169 -0.07755 -3.71169 -0.1 0.9 -0.3
O 2.33505 0.33823 2.55609 0.0 -0.7 0.3
H 3.03281 0.95641 2.30957 -0.6 0.2 -0.2
H 1.44429 0.70679 2.42071 0.5 0.2 -0.3
O 0.60374 -2.50779 2.23883 1.6 0.1 0.9
H 1.29342 -2.11437 2.84628 -1.2 -0.6 -0.9
H -0.13740 -1.90645 2.25746 -0.4 0.5 -0.1
O 2.36784 2.37336 -0.08191 0.6 0.2 0.1
H 2.01885 1.72733 -0.69150 -0.3 -0.2 -0.4
H 1.70333 2.39508 0.60307 -0.5 0.1 0.3
O -0.13006 -2.01768 -2.03817 0.0 -0.6 -0.8
H 0.03531 -1.73241 -1.13525 0.1 0.1 -0.1
H 0.64522 -2.57231 -2.25724 -0.6 0.6 0.4
O -4.99846 1.34008 0.50764 1.1 -0.1 0.5
H -4.68157 1.65717 1.38182 -0.3 -0.3 -0.7
H -4.15129 1.03681 0.09439 -1.0 0.2 0.3
O 3.60832 -2.63485 2.42034 0.5 1.1 1.6
H 3.30990 -3.10118 1.68132 -0.5 -1.6 -1.9
H 3.13299 -1.81013 2.28960 0.2 0.7 0.3
O -5.32880 4.01568 0.01078 -1.3 -1.2 0.7
H -5.44334 3.01971 0.03717 0.3 1.2 0.0
H -4.63455 4.14075 -0.60957 1.0 0.2 -0.8
O 4.24359 -2.05261 -3.15079 -0.2 -0.5 0.6
H 3.67204 -2.45502 -2.46509 0.3 0.4 -0.5
H 3.68026 -1.45318 -3.64075 -0.2 0.1 0.0
```
Positions in Å, forces in eV/Å.

## Properties
* relative energy (zero: lowest compared OMol25 entry of this formula, charge and spin): 65.6 kJ/mol
* total charge: -1
* HOMO level: -8.3 eV
* orbital gap: 10.849 eV

Here are the natural (NBO) charges for atoms 1 to 5, given in e: 2.612 -0.597 -0.601 -0.637 -0.588